[1]
# H25O12

A cluster of 12 separate species, H25O12 in total in a non-equilibrium geometry (ωB97M-V/def2-TZVPD, the OMol25 dataset).

Geometry as ORCA input:
```
! wB97M-V def2-TZVPD RIJCOSX def2/J DEFGRID3
* xyz 1 1
O 2.221 -0.370 1.569
H -3.189 -0.890 -2.175
H -1.823 -2.869 0.271
O -1.131 2.313 0.448
H -1.090 2.387 -0.516
H -1.767 2.873 0.891
O 0.043 1.750 -2.339
H 4.196 1.017 -0.761
O 0.272 -0.368 -3.702
H 0.001 0.818 -2.140
H 0.828 -0.104 -4.467
O 2.395 2.343 -0.969
H 2.263 3.255 -0.658
H 1.584 2.382 -1.538
O -0.226 0.089 1.333
H -3.328 -1.240 1.057
H -0.763 0.408 2.096
O -1.090 -3.331 0.692
H -0.624 -2.647 1.191
H 2.887 -0.098 0.846
O -1.343 1.341 3.618
H 1.302 0.074 1.518
H -1.870 0.861 4.282
O 3.760 0.254 -0.366
H -0.313 2.139 -3.134
H 3.151 -0.053 -1.056
O -3.344 -0.460 -1.326
H -4.305 -0.376 -1.310
H -0.588 0.661 0.606
O -4.262 -1.218 1.314
H -0.266 -0.918 -4.303
H 2.002 -1.291 1.804
O 2.993 -2.890 0.614
H -0.536 1.526 4.117
H 3.773 -3.195 0.135
H -4.122 -0.696 2.126
H 2.312 -3.473 0.233
*
```

Computed properties:
M   217.19 g/mol
HOMO   -13.73 eV
Energy above the lowest of the compared OMol25 structures with the same formula, charge and spin   1.492 eV

Atomic partial charges in e from the Löwdin method, atoms 1 to 8: number 1, O, carries 0.180; number 2, H, carries 0.038; number 3, H, carries 0.021; number 4, O, carries -0.039; number 5, H, carries 0.038; number 6, H, carries 0.070; number 7, O, carries -0.052; number 8, H, carries 0.080



[2]
# C4H6O2Yb

A structure of composition C4H6O2Yb in a non-equilibrium geometry (ωB97M-V/def2-TZVPD, the OMol25 dataset).

Geometry as ORCA input:
```
! wB97M-V def2-TZVPD RIJCOSX def2/J DEFGRID3
* xyz 2 1
C -0.919 -0.632 0.029
C 0.372 -0.285 -0.429
H 0.693 -1.040 -1.164
H 0.556 0.961 0.573
O -3.162 0.176 0.167
C -1.877 0.352 0.175
H -1.257 -1.665 -0.088
H -3.445 -0.569 -0.386
H -1.591 1.401 0.294
C 1.573 0.485 -0.069
O 2.693 -0.202 0.047
Yb 4.668 -0.484 1.337
H 1.694 1.501 -0.484
*
```

Computed properties:
M   259.13 g/mol
HOMO   -15.65 eV
Energy above the lowest of the compared OMol25 structures with the same formula, charge and spin   2.558 eV

Atomic partial charges in e from the Löwdin method, atoms 1 to 8: number 1, C, carries -0.022; number 2, C, carries 0.003; number 3, H, carries 0.139; number 4, H, carries 0.181; number 5, O, carries 0.180; number 6, C, carries -0.083; number 7, H, carries 0.141; number 8, H, carries 0.166